--- i ---
The following is a quantum chemistry calculation of a cluster of 3 separate species, C5H17NO2 in total, from the OMol25 dataset.

## Properties
**SMILES**: CC[C@@H](C)CN.O.O
**Frontier orbital gap**: 9.58 eV
**HOMO**: -9.045 eV
**Lowest unoccupied orbital energy**: 0.54 eV

Element x y z (Å)
C (1.384, -0.251, 0.443)
C (0.043, -0.502, -0.461)
C (-0.418, 0.544, -1.636)
C (-1.142, -0.460, 0.523)
C (-1.135, -1.695, 1.559)
N (2.683, -0.806, -0.186)
H (1.626, 0.718, 0.664)
H (1.157, -0.805, 1.344)
H (0.043, -1.404, -0.972)
H (-1.474, 0.399, -1.889)
H (-0.168, 1.553, -1.494)
H (0.095, 0.154, -2.591)
H (-2.026, -0.174, -0.152)
H (-1.049, 0.487, 1.126)
H (-2.207, -1.945, 1.695)
H (-0.511, -2.432, 1.175)
H (-0.748, -1.337, 2.504)
H (3.227, -0.093, -0.698)
H (2.599, -1.668, -0.667)
H (4.662, 2.102, 1.375)
H (4.337, 3.337, 0.650)
O (4.805, 3.024, 1.365)
H (-5.239, 0.102, -0.465)
H (-5.062, 0.352, -2.002)
O (-5.483, 0.799, -1.209)



--- ii ---
The following is a quantum chemistry calculation of a cluster of 3 separate species, C5H17NO2 in total, from the OMol25 dataset.

## Properties
**SMILES**: CCNC(C)C.O.O
**Frontier orbital gap**: 8.78 eV
**HOMO**: -8.209 eV
**Lowest unoccupied orbital energy**: 0.57 eV

Element x y z (Å)
C (-1.862, 1.239, -2.328)
C (-0.864, 1.067, -1.186)
N (-0.926, -0.267, -0.614)
C (-0.604, 0.233, 1.778)
C (-0.061, -0.476, 0.566)
C (0.016, -1.986, 0.793)
H (-2.843, 0.868, -2.033)
H (-1.979, 2.255, -2.692)
H (-1.500, 0.602, -3.141)
H (-1.151, 1.768, -0.394)
H (0.146, 1.260, -1.556)
H (-1.747, -0.816, -0.778)
H (-1.656, 0.015, 1.949)
H (-0.716, 1.319, 1.706)
H (0.035, 0.050, 2.636)
H (0.914, -0.280, 0.119)
H (0.553, -2.239, 1.696)
H (0.424, -2.448, -0.097)
H (-0.962, -2.466, 0.878)
H (2.693, -1.112, -1.733)
H (1.244, -1.051, -1.895)
O (1.918, -1.691, -1.755)
H (2.127, 1.251, 3.277)
H (2.579, 1.976, 2.155)
O (1.736, 1.839, 2.611)



Which of them is the most stable? Correct choice: ii.



--- i ---
The following is a quantum chemistry calculation of a cluster of 3 separate species, C5H17NO2 in total, from the OMol25 dataset.

## Properties
**SMILES**: CCCNCC.O.O
**Frontier orbital gap**: 9.06 eV
**HOMO**: -8.306 eV
**Lowest unoccupied orbital energy**: 0.75 eV

Element x y z (Å)
C (0.667, -1.845, -0.569)
C (0.414, -1.877, -2.111)
C (1.256, -0.483, -0.096)
N (0.324, 0.541, 0.277)
C (-0.058, 1.641, -0.640)
C (-1.582, 1.664, -0.783)
H (1.289, -2.602, -0.087)
H (-0.332, -1.892, -0.117)
H (0.314, -0.861, -2.439)
H (1.277, -2.370, -2.567)
H (-0.525, -2.363, -2.340)
H (1.959, -0.693, 0.735)
H (1.924, -0.053, -0.836)
H (-0.399, 0.248, 0.914)
H (0.574, 1.494, -1.527)
H (0.429, 2.512, -0.204)
H (-1.858, 2.703, -0.966)
H (-1.974, 1.558, 0.225)
H (-1.927, 0.839, -1.407)
H (0.806, 1.967, 2.078)
H (1.308, 3.390, 2.426)
O (0.523, 2.803, 2.483)
H (-1.191, -2.404, 1.867)
H (-1.372, -1.932, 3.258)
O (-1.846, -1.984, 2.424)



--- ii ---
The following is a quantum chemistry calculation of a cluster of 3 separate species, C5H17NO2 in total, from the OMol25 dataset.

## Properties
**SMILES**: CCN(C)CC.O.O
**Frontier orbital gap**: 9.19 eV
**HOMO**: -8.494 eV
**Lowest unoccupied orbital energy**: 0.69 eV

Element x y z (Å)
C (-0.510, -1.550, 0.463)
N (0.305, -0.463, -0.178)
C (1.658, -0.173, 0.383)
C (1.987, -0.147, 1.958)
C (0.477, -0.862, -1.672)
C (-1.750, -2.156, -0.280)
H (-0.796, -1.224, 1.434)
H (0.199, -2.402, 0.704)
H (1.872, 0.892, -0.120)
H (2.490, -0.804, -0.170)
H (2.284, -1.123, 2.249)
H (2.764, 0.520, 2.177)
H (1.247, 0.339, 2.431)
H (0.452, -1.948, -1.705)
H (1.431, -0.612, -2.118)
H (-0.305, -0.555, -2.197)
H (-2.453, -1.365, -0.548)
H (-1.548, -2.765, -1.157)
H (-2.051, -2.747, 0.567)
H (-0.289, 2.810, 1.151)
H (-1.717, 2.169, 1.225)
O (-1.145, 2.833, 0.948)
H (-1.099, 2.645, -1.361)
H (-0.365, 1.515, -0.797)
O (-0.782, 1.822, -1.652)



--- iii ---
The following is a quantum chemistry calculation of a cluster of 3 separate species, C5H17NO2 in total, from the OMol25 dataset.

## Properties
**SMILES**: CCCN(C)C.O.O
**Frontier orbital gap**: 9.19 eV
**HOMO**: -8.780 eV
**Lowest unoccupied orbital energy**: 0.41 eV

Element x y z (Å)
C (-0.280, -0.486, 0.610)
C (-0.169, 0.786, -0.269)
C (0.905, -0.839, 1.539)
N (2.071, -1.445, 0.853)
C (2.823, -0.401, 0.204)
C (2.924, -2.150, 1.831)
H (-0.385, -1.219, -0.182)
H (-1.111, -0.608, 1.336)
H (0.125, 1.626, 0.380)
H (0.266, 0.576, -1.234)
H (-1.190, 1.215, -0.434)
H (0.495, -1.622, 2.199)
H (1.106, 0.009, 2.202)
H (3.346, 0.357, 0.816)
H (2.240, 0.334, -0.350)
H (3.490, -0.832, -0.557)
H (3.796, -1.594, 2.191)
H (2.454, -2.492, 2.769)
H (3.272, -3.145, 1.469)
H (-5.694, 1.348, 0.033)
H (-6.074, 1.329, -1.399)
O (-6.381, 1.683, -0.552)
H (-3.310, 2.754, -3.931)
H (-1.993, 2.576, -5.016)
O (-2.727, 2.240, -4.508)



Which of them is the most stable? Correct choice: i.



--- i ---
The following is a quantum chemistry calculation of a structure of composition C3H6N2O2S, from the OMol25 dataset.

## Properties
**Frontier orbital gap**: 8.89 eV
**HOMO**: -8.753 eV
**Lowest unoccupied orbital energy**: 0.13 eV

Element x y z (Å)
C (1.611, -0.747, -2.402)
C (0.417, -0.221, -0.483)
C (-0.916, 0.283, 1.404)
H (1.988, -1.996, -1.790)
H (2.563, 0.170, -1.975)
H (1.123, -0.766, -3.686)
H (-1.368, 1.077, -0.287)
H (-0.232, -0.407, 1.969)
H (-2.812, 2.328, 1.757)
N (-0.584, 0.431, 0.201)
N (-1.650, 0.984, 2.106)
O (0.474, -0.066, -1.839)
O (-2.030, 2.108, 1.228)
S (1.259, -1.409, 0.102)



--- ii ---
The following is a quantum chemistry calculation of an isolated molecule of C3H6N2O2S, from the OMol25 dataset.

## Properties
**SMILES**: CS[C@@H]1N[C@H]1[N+](=O)[O-]
**Frontier orbital gap**: 9.15 eV
**HOMO**: -8.896 eV
**Lowest unoccupied orbital energy**: 0.26 eV

Element x y z (Å)
C (0.904, -0.330, 0.572)
C (-0.086, -0.767, -0.415)
C (-2.161, 1.036, 0.015)
N (0.675, -1.708, 0.127)
N (2.126, 0.404, 0.078)
O (2.762, -0.122, -0.785)
O (2.390, 1.426, 0.618)
S (-1.829, -0.756, 0.310)
H (0.613, -0.175, 1.561)
H (-0.187, -0.391, -1.506)
H (-1.220, 1.280, -0.419)
H (-2.438, 1.323, 1.048)
H (-2.962, 1.044, -0.723)
H (1.414, -2.263, -0.482)



--- iii ---
The following is a quantum chemistry calculation of a cluster of 2 separate species, C3H6N2O2S in total, from the OMol25 dataset.

## Properties
**SMILES**: O/C=C(\O)S.N=C=N
**Frontier orbital gap**: 8.19 eV
**HOMO**: -7.660 eV
**Lowest unoccupied orbital energy**: 0.53 eV

Element x y z (Å)
C (1.381, 0.133, -1.523)
C (-0.946, -0.423, 1.023)
C (-0.447, 0.724, 0.520)
N (1.790, 1.246, -1.463)
N (0.934, -0.941, -1.167)
O (-0.146, -1.235, 1.774)
O (0.524, 1.473, 1.100)
S (-2.442, -1.175, 0.233)
H (-1.114, 1.139, -0.187)
H (-2.750, -0.310, -0.766)
H (1.404, 2.033, -1.896)
H (-0.458, -1.754, 2.485)
H (1.055, -1.825, -1.688)
H (1.214, 0.916, 1.556)



--- iv ---
The following is a quantum chemistry calculation of an isolated molecule of C3H6N2O2S, from the OMol25 dataset.

## Properties
**SMILES**: O/N=C/CC(=S)NO
**Frontier orbital gap**: 9.12 eV
**HOMO**: -8.523 eV
**Lowest unoccupied orbital energy**: 0.60 eV

Element x y z (Å)
C (-1.088, 0.054, 0.173)
C (-0.089, -0.517, 1.154)
C (1.207, -0.916, 0.513)
H (1.020, 1.659, -0.070)
H (-1.414, 1.817, -0.902)
H (0.114, 0.227, 1.949)
H (-0.552, -1.450, 1.587)
H (1.612, -1.931, 0.589)
H (3.408, 0.107, -1.172)
N (-0.806, 1.306, -0.263)
N (1.893, -0.080, -0.162)
O (0.210, 2.061, 0.293)
O (3.048, -0.610, -0.663)
S (-2.378, -0.771, -0.443)



Which of them is the most stable? Correct choice: iii.



--- i ---
The following is a quantum chemistry calculation of a structure of composition C18H25MoN2O6S2Se3Te, from the OMol25 dataset.

## Properties
**Total charge**: +1
**Frontier orbital gap (alpha / beta)**: 6.62 / 6.12 eV
**Spin multiplicity**: 3
**HOMO (alpha / beta)**: -10.042 / -10.048 eV
**Lowest unoccupied orbital energy (alpha / beta)**: -3.42 / -3.93 eV

Element x y z (Å)
Mo (-1.044, 0.985, 0.053)
C (-2.786, -0.188, 2.569)
C (-3.956, -0.084, 1.631)
O (-3.477, 0.393, 0.367)
C (-4.126, -0.187, -0.771)
C (-3.112, -0.658, -1.804)
O (-1.883, -0.919, -1.108)
C (-0.982, -1.833, -1.758)
C (-0.226, -2.551, -0.677)
O (0.201, -1.593, 0.278)
C (0.219, -2.071, 1.626)
C (-0.600, -1.177, 2.542)
O (-1.690, -0.645, 1.765)
H (-3.005, -0.922, 3.346)
H (-2.525, 0.758, 3.036)
H (-4.704, 0.599, 2.032)
H (-4.410, -1.064, 1.487)
H (-4.798, 0.542, -1.223)
H (-4.719, -1.031, -0.428)
H (-2.947, 0.073, -2.589)
H (-3.466, -1.584, -2.258)
H (-0.332, -1.301, -2.452)
H (-1.564, -2.557, -2.328)
H (0.628, -3.070, -1.120)
H (-0.868, -3.295, -0.205)
H (1.246, -2.126, 1.990)
H (-0.200, -3.077, 1.644)
H (-0.029, -0.366, 2.975)
H (-1.009, -1.786, 3.349)
Se (-1.118, 2.808, 1.811)
Se (-3.326, 3.555, 1.789)
Te (-3.108, 4.581, -0.467)
Se (-2.141, 2.497, -1.520)
O (4.513, 0.213, -0.218)
C (4.210, 0.318, 1.088)
C (5.244, 0.082, 1.991)
C (5.014, 0.172, 3.346)
C (3.748, 0.495, 3.844)
C (2.721, 0.720, 2.957)
C (2.927, 0.630, 1.571)
C (1.790, 0.829, 0.670)
O (0.593, 0.862, 1.218)
N (1.942, 0.950, -0.601)
N (0.679, 1.061, -1.261)
C (0.857, 1.026, -2.553)
S (2.471, 0.836, -3.186)
C (1.973, 0.598, -4.900)
C (0.732, 1.427, -5.129)
S (-0.394, 1.122, -3.748)
H (3.715, 0.440, -0.733)
H (6.222, -0.163, 1.597)
H (5.835, -0.003, 4.032)
H (3.582, 0.581, 4.910)
H (1.738, 0.993, 3.317)
H (1.791, -0.461, -5.079)
H (2.799, 0.928, -5.529)
H (0.202, 1.147, -6.039)
H (0.955, 2.492, -5.151)



--- ii ---
The following is a quantum chemistry calculation of a structure of composition C18H25MoN2O6S2Se3Te, from the OMol25 dataset.

## Properties
**Total charge**: +1
**Frontier orbital gap (alpha / beta)**: 5.53 / 6.56 eV
**Spin multiplicity**: 3
**HOMO (alpha / beta)**: -10.242 / -10.391 eV
**Lowest unoccupied orbital energy (alpha / beta)**: -4.72 / -3.83 eV

Element x y z (Å)
Mo (0.638, -0.076, 0.354)
C (-1.941, -1.715, 1.768)
C (-2.210, -1.132, 3.145)
O (-1.113, -0.317, 3.449)
C (-1.025, 0.220, 4.760)
C (-0.358, 1.577, 4.630)
O (0.823, 1.385, 3.882)
C (1.241, 2.428, 3.038)
C (0.262, 2.797, 1.920)
O (-0.338, 1.641, 1.288)
C (-1.783, 1.626, 1.339)
C (-2.310, 0.404, 0.598)
O (-1.460, -0.732, 0.828)
H (-2.843, -2.172, 1.356)
H (-1.154, -2.466, 1.808)
H (-2.327, -1.969, 3.845)
H (-3.147, -0.558, 3.167)
H (-0.426, -0.450, 5.385)
H (-2.013, 0.331, 5.217)
H (-0.137, 1.993, 5.619)
H (-1.038, 2.271, 4.126)
H (2.178, 2.082, 2.603)
H (1.449, 3.352, 3.594)
H (0.807, 3.354, 1.154)
H (-0.553, 3.428, 2.272)
H (-2.161, 2.529, 0.856)
H (-2.078, 1.614, 2.386)
H (-2.305, 0.570, -0.475)
H (-3.327, 0.177, 0.919)
Se (4.190, -0.601, -0.246)
Se (2.727, 1.218, -0.186)
Te (4.041, -1.214, 2.165)
Se (1.576, -1.137, 2.324)
O (-1.093, 2.888, -2.583)
C (-0.656, 2.274, -3.710)
C (-0.856, 2.949, -4.913)
C (-0.431, 2.396, -6.101)
C (0.207, 1.156, -6.120)
C (0.404, 0.484, -4.935)
C (-0.023, 1.021, -3.712)
C (0.215, 0.260, -2.476)
O (-0.236, 0.760, -1.343)
N (0.840, -0.872, -2.518)
N (0.968, -1.455, -1.254)
C (1.297, -2.705, -1.338)
S (1.611, -3.425, -2.887)
C (1.881, -5.094, -2.229)
C (2.459, -4.974, -0.834)
S (1.474, -3.737, 0.053)
H (-0.844, 2.310, -1.841)
H (-1.346, 3.912, -4.881)
H (-0.591, 2.935, -7.026)
H (0.544, 0.726, -7.052)
H (0.896, -0.478, -4.926)
H (2.571, -5.601, -2.901)
H (0.936, -5.636, -2.220)
H (3.498, -4.646, -0.859)
H (2.389, -5.908, -0.279)



Which of them is the most stable? Correct choice: ii.